18
Properties=species:S:1:pos:R:3:forces:R:3:nbo_charge:R:1 method="wB97M-V/def2-TZVPD" homo_energy_ev=-8.70 energy_ha=-401.9611 de_lowest_kcal_mol=112.9 smiles="C1=C[C@H]2C[C@@H]12.CN=C=O" homo_lumo_gap_ev=9.44 lumo_energy_ev=0.7 charge=0
C 1.741761 0.302616 -1.814946 -0.694 -1.823 3.710 -0.1670
C 1.170533 0.827577 -0.734857 0.469 -0.996 -0.441 -0.1938
C 1.336975 -0.482798 0.074947 -1.235 1.217 -3.097 -0.2420
C 0.662550 -1.627206 -0.593804 -0.851 2.545 -2.301 -0.3851
C 1.969787 -1.030750 -1.179712 -3.043 0.914 1.207 -0.2558
H 1.955931 0.604582 -2.728589 0.712 1.520 -4.126 0.1902
H 0.741063 1.787190 -0.671874 -0.707 0.853 0.772 0.2080
H 1.619462 -0.576622 1.026069 1.393 -0.200 3.516 0.2171
H 0.586964 -2.529276 -0.085046 0.516 -1.653 0.717 0.2158
H -0.179870 -1.424291 -1.249741 -0.277 0.040 0.342 0.2020
H 2.707018 -1.680090 -1.274928 3.659 -2.388 -0.258 0.2109
C -2.656667 0.341406 0.843469 -2.016 -1.205 1.988 -0.4213
N -2.120351 1.375299 1.694845 0.191 0.592 -0.713 -0.5497
C -1.027971 1.715320 2.052526 -0.366 0.893 -0.184 0.8499
O -0.070613 2.251538 2.452277 0.435 -0.315 0.182 -0.5217
H -3.859835 0.423408 0.940036 3.003 -0.407 -0.598 0.2161
H -2.290332 0.252895 -0.193608 -0.183 0.578 0.512 0.2156
H -2.286402 -0.530797 1.442934 -1.006 -0.166 -1.228 0.2109